Record 1
The following is a quantum chemistry calculation of a structure of composition C54H62IrN5O2SSiTe2 at a distorted geometry, from OMol25.

```
128
Properties=species:S:1:pos:R:3:lowdin_charge:R:1
Ir -0.60 -0.05 -0.60 0.843
C 4.76 -5.29 -1.28 -0.061
C 3.52 -4.48 -0.97 -0.273
C 2.38 -5.05 -0.45 0.004
C 1.23 -4.32 -0.15 -0.188
C 0.11 -5.15 0.44 -0.735
O 0.40 -6.15 1.17 -0.202
C -1.18 -5.22 -0.38 -0.174
C -2.40 -5.56 0.19 -0.054
C -3.51 -5.80 -0.61 -0.086
C -3.40 -5.71 -1.99 -0.097
C -2.19 -5.39 -2.57 -0.092
C -1.08 -5.15 -1.76 -0.030
C 1.19 -2.91 -0.35 -0.362
O 0.14 -2.20 0.00 -0.261
C 2.39 -2.33 -0.85 -0.107
C 3.50 -3.11 -1.17 0.000
C 2.54 -0.85 -0.99 -0.253
N 2.46 -0.03 -0.04 0.042
C 2.42 -0.45 1.35 -0.292
C 1.89 0.67 2.25 -0.477
Te 2.54 2.65 1.73 1.269
C 0.58 3.36 1.31 -0.597
C -0.61 2.92 2.26 -0.229
C -1.48 3.99 2.82 -0.025
C -2.17 4.85 1.99 -0.105
C -1.91 5.00 0.64 -0.012
C -0.66 4.48 0.02 -0.198
C 2.85 -0.27 -2.35 -0.165
C 2.75 -1.01 -3.52 -0.053
C 3.05 -0.44 -4.75 -0.091
C 3.44 0.89 -4.82 -0.098
C 3.55 1.63 -3.65 -0.080
C 3.26 1.06 -2.42 -0.050
H 4.55 -6.36 -1.17 0.069
H 5.57 -5.04 -0.60 0.075
H 5.11 -5.12 -2.29 0.072
H 2.35 -6.12 -0.26 0.122
H -2.48 -5.65 1.27 0.079
H -4.45 -6.06 -0.15 0.102
H -4.28 -5.87 -2.62 0.099
H -2.09 -5.33 -3.64 0.101
H -0.12 -4.92 -2.21 0.119
H 4.38 -2.60 -1.54 0.131
H 3.45 -0.72 1.62 0.124
H 1.80 -1.34 1.51 0.096
H 2.16 0.48 3.28 0.041
H 0.81 0.70 2.17 0.013
H -0.30 2.20 3.01 0.122
H -1.65 4.01 3.89 0.102
H -2.97 5.44 2.42 0.099
H -2.58 5.59 0.02 0.097
H -0.52 4.83 -1.00 0.131
H 2.45 -2.05 -3.47 0.107
H 2.96 -1.03 -5.65 0.099
H 3.66 1.34 -5.78 0.095
H 3.87 2.67 -3.69 0.098
H 3.35 1.62 -1.50 0.080
S 0.09 2.01 -1.26 0.703
C -0.39 2.91 0.18 -0.727
N 0.53 4.79 0.91 -0.074
N 1.68 5.16 0.20 -0.025
C 2.10 6.49 0.32 -0.246
C 2.85 7.06 -0.71 -0.042
C 3.37 8.34 -0.57 -0.109
C 3.13 9.08 0.58 -0.123
C 2.36 8.51 1.59 -0.100
C 1.85 7.23 1.47 -0.027
N -1.32 2.27 1.07 -0.070
N -1.28 0.82 0.98 -0.200
C -1.88 0.21 2.05 -0.318
C -2.69 0.94 2.95 -0.045
C -3.29 0.32 4.04 -0.101
C -3.13 -1.03 4.28 -0.125
C -2.37 -1.77 3.38 -0.141
C -1.75 -1.18 2.29 -0.085
H 1.78 4.75 -0.72 0.124
H 3.04 6.48 -1.61 0.105
H 3.95 8.77 -1.38 0.095
H 3.53 10.07 0.69 0.089
H 2.17 9.07 2.50 0.097
H 1.26 6.78 2.26 0.105
H -2.86 1.99 2.76 0.089
H -3.90 0.92 4.70 0.097
H -3.59 -1.51 5.14 0.087
H -2.25 -2.84 3.54 0.013
H -1.16 -1.77 1.60 0.017
Te -0.13 -4.27 2.52 1.186
C -0.91 0.20 -4.44 -0.098
C -1.62 -0.76 -3.47 -0.604
C -2.48 -1.71 -4.31 -0.081
C -0.51 -1.56 -2.79 -0.140
Si -2.47 0.15 -2.03 0.732
C -3.29 1.81 -2.66 -0.584
C -4.29 1.47 -3.78 -0.091
C -4.03 2.50 -1.50 -0.094
C -2.37 2.90 -3.24 -0.135
C -3.86 -0.91 -1.16 -0.562
C -5.08 -1.33 -2.01 -0.096
C -4.43 -0.22 0.09 -0.089
C -3.19 -2.22 -0.71 -0.109
H -0.22 -0.37 -5.08 0.082
H -0.31 0.95 -3.91 0.055
H -1.61 0.72 -5.09 0.069
H -1.87 -2.17 -5.09 0.086
H -3.31 -1.20 -4.79 0.071
H -2.89 -2.53 -3.70 0.056
H 0.13 -2.06 -3.52 0.101
H -0.87 -2.31 -2.09 0.048
H 0.20 -0.87 -2.23 0.026
H -5.05 0.75 -3.48 0.049
H -3.78 1.07 -4.66 0.065
H -4.80 2.39 -4.08 0.084
H -4.93 1.96 -1.20 0.056
H -4.34 3.50 -1.83 0.082
H -3.40 2.62 -0.61 0.069
H -1.74 2.56 -4.06 0.052
H -1.71 3.31 -2.48 0.007
H -3.01 3.71 -3.62 0.079
H -5.75 -0.49 -2.21 0.057
H -5.66 -2.07 -1.45 0.085
H -4.82 -1.79 -2.97 0.061
H -5.30 0.38 -0.14 0.063
H -3.71 0.43 0.58 0.045
H -4.74 -0.97 0.82 0.092
H -2.86 -2.83 -1.56 0.055
H -3.91 -2.82 -0.15 0.089
H -2.33 -2.07 -0.07 0.035
```

Values from the calculation:
Relative energy (zero: lowest compared OMol25 entry of this formula, charge and spin): 0.0 kJ/mol
HOMO (spin up / spin down): -4.00 / -3.99 eV
E_LUMO (spin up / spin down): 1.220 / 1.220 eV
Frontier orbital gap (spin up / spin down): 5.224 / 5.213 eV
⟨S²⟩: 0.78
Total charge: -1
2S+1: 2
DFT total energy: -3847.0670 Eh

Record 2
The following is a quantum chemistry calculation of a structure of composition C24H56N6O8Pt at a distorted geometry, from OMol25.

```
95
Properties=species:S:1:pos:R:3:lowdin_charge:R:1
Pt 0.46 0.66 -0.06 1.201
C -1.68 3.84 2.53 -0.072
C -0.80 2.56 2.61 -0.566
C -1.26 1.74 3.77 -0.100
O -0.77 1.74 1.43 -0.391
H -2.71 3.55 2.29 0.060
H -1.32 4.45 1.70 0.058
H -1.65 4.45 3.43 0.069
H 0.15 2.94 2.97 0.110
H -0.67 0.88 4.08 0.063
H -2.30 1.44 3.67 0.033
H -1.22 2.20 4.76 0.073
C 3.53 2.11 1.69 -0.054
C 3.54 0.66 1.05 -0.569
C 4.70 -0.15 1.68 -0.076
O 2.32 -0.03 0.98 -0.368
H 2.84 2.15 2.54 0.061
H 2.98 2.82 1.07 0.031
H 4.46 2.51 2.09 0.060
H 3.82 0.84 0.01 0.078
H 5.57 0.47 1.89 0.056
H 5.11 -1.03 1.20 0.061
H 4.41 -0.41 2.70 0.071
C 1.98 -4.41 0.69 -0.354
O 2.25 -5.18 1.60 -0.009
N 1.52 -4.84 -0.49 -0.158
C 1.06 -4.03 -1.57 -0.087
C 1.34 -6.35 -0.85 0.006
H 1.93 -3.32 0.80 0.135
H 1.23 -2.95 -1.50 0.073
H 0.02 -4.29 -1.73 0.088
H 1.64 -4.31 -2.45 0.084
H 2.07 -6.67 -1.60 0.075
H 1.58 -6.94 0.04 0.074
H 0.36 -6.54 -1.30 0.076
C 1.98 3.45 -1.49 -0.257
O 1.51 2.43 -0.95 -0.104
N 1.60 3.90 -2.70 -0.157
C 2.27 5.04 -3.40 -0.031
C 0.80 3.05 -3.55 -0.043
H 2.66 4.11 -0.93 0.147
H 3.17 4.62 -3.86 0.091
H 2.41 5.91 -2.77 0.086
H 1.63 5.52 -4.14 0.082
H 1.29 2.15 -3.89 0.073
H -0.10 2.81 -2.98 0.077
H 0.42 3.47 -4.49 0.092
C 1.51 -0.39 -3.09 -0.326
O 1.16 -0.31 -1.94 -0.086
N 2.80 -0.71 -3.45 -0.156
C 3.39 -0.18 -4.72 -0.051
C 3.82 -0.91 -2.36 -0.018
H 0.81 -0.29 -3.92 0.146
H 2.63 -0.14 -5.51 0.081
H 4.25 -0.79 -5.00 0.086
H 3.66 0.86 -4.60 0.075
H 3.52 -1.06 -1.32 0.077
H 4.61 -1.58 -2.70 0.087
H 4.23 0.09 -2.31 0.081
C -0.91 -2.48 0.79 -0.259
O -0.55 -1.46 0.14 -0.112
N -0.65 -2.73 2.15 -0.142
C 0.14 -1.80 2.95 -0.024
C -1.46 -3.85 2.71 -0.036
H -1.65 -3.14 0.33 0.127
H 1.06 -2.26 3.32 0.096
H -0.53 -1.51 3.76 0.080
H 0.35 -0.90 2.38 0.056
H -2.42 -3.60 3.16 0.052
H -1.72 -4.68 2.05 0.091
H -0.87 -4.26 3.54 0.088
C -4.07 -1.43 0.81 -0.338
O -4.08 -2.54 0.31 0.007
N -4.39 -1.19 2.10 -0.160
C -3.99 -0.08 2.88 -0.087
C -4.98 -2.27 2.95 -0.036
H -3.73 -0.49 0.35 0.133
H -3.43 0.64 2.28 0.079
H -3.39 -0.42 3.72 0.088
H -4.81 0.42 3.38 0.093
H -5.73 -2.05 3.71 0.085
H -5.43 -3.05 2.34 0.086
H -4.22 -2.74 3.58 0.061
C -2.47 1.04 -1.90 -0.329
O -1.25 1.01 -1.66 -0.086
N -3.27 2.05 -1.82 -0.150
C -4.67 1.90 -2.16 -0.056
C -2.86 3.38 -1.35 -0.012
H -3.07 0.15 -2.14 0.143
H -5.05 2.50 -2.99 0.089
H -5.31 2.10 -1.30 0.091
H -4.95 0.89 -2.44 0.086
H -2.69 4.05 -2.20 0.089
H -3.53 3.86 -0.63 0.090
H -1.95 3.34 -0.75 0.077
```

Values from the calculation:
Relative energy (zero: lowest compared OMol25 entry of this formula, charge and spin): 150.1 kJ/mol
HOMO (spin up / spin down): -6.35 / -6.64 eV
E_LUMO (spin up / spin down): 0.180 / 0.175 eV
Frontier orbital gap (spin up / spin down): 6.532 / 6.819 eV
⟨S²⟩: 2.00
2S+1: 3
DFT total energy: -1997.5787 Eh

Record 3
The following is a quantum chemistry calculation of a structure of composition C2H3BrClNO at a distorted geometry, from OMol25.

```
9
Properties=species:S:1:pos:R:3:lowdin_charge:R:1
C -0.11 0.94 -1.44 -0.688
C 0.56 -1.27 0.35 0.053
N -0.35 -1.00 1.03 -0.055
O 0.27 -0.21 -1.61 -0.075
Cl 0.73 2.32 -2.03 0.694
Br -0.45 0.68 2.77 -0.140
H 1.60 -1.37 0.51 0.114
H -1.07 1.17 -0.95 0.098
H -1.18 -1.26 1.37 -0.001
```

Values from the calculation:
Relative energy (zero: lowest compared OMol25 entry of this formula, charge and spin): 359.2 kJ/mol
HOMO (spin up / spin down): -8.40 / -8.40 eV
E_LUMO (spin up / spin down): -0.968 / -0.971 eV
Frontier orbital gap (spin up / spin down): 7.434 / 7.428 eV
2S+1: 1
DFT total energy: -3242.0753 Eh